C17H22F3N4O3PPd | ωB97M-V with the def2-TZVPD basis set

Summary:
Kohn-Sham gap (spin up / spin down) in eV: 7.421 / 7.420
Charge: +2
Energy above the lowest of the compared OMol25 structures with the same formula, charge and spin in kJ/mol: 14.3
E_tot in eV: -50993.69631
HOMO energy (spin up / spin down) in eV: -14.50 / -14.50

Atoms and positions in Å:
1 Pd 0.066 0.082 -0.101
2 F -2.773 -3.402 -1.399
3 C -2.682 -3.635 -0.100
4 F -1.863 -4.666 0.109
5 F -3.875 -3.902 0.398
6 C -2.052 -2.403 0.603
7 O -2.224 -2.447 1.900
8 O -1.459 -1.562 -0.035
9 C 0.486 -0.978 -1.822
10 C 1.832 -0.734 -2.352
11 C 2.011 0.191 -3.387
12 C 3.246 0.364 -3.980
13 C 4.340 -0.378 -3.524
14 C 4.179 -1.299 -2.492
15 C 2.930 -1.477 -1.918
16 C 5.624 -0.184 -4.139
17 N 6.641 0.015 -4.633
18 H 0.315 -1.941 -1.356
19 H -0.320 -0.627 -2.462
20 H 1.147 0.723 -3.769
21 H 3.376 1.042 -4.814
22 H 5.027 -1.881 -2.158
23 H 2.802 -2.211 -1.131
24 C 2.189 5.039 -0.350
25 N 2.441 4.196 -1.615
26 C 3.859 3.583 -1.510
27 N 3.994 2.857 -0.302
28 C 3.740 3.709 0.856
29 N 2.384 4.254 0.813
30 C 1.349 3.245 1.027
31 P 1.394 1.970 -0.320
32 C 1.398 3.132 -1.765
33 C 3.211 1.624 -0.265
34 H 1.170 5.418 -0.418
35 H 2.896 5.867 -0.388
36 H 2.409 4.812 -2.431
37 H 4.554 4.421 -1.546
38 H 3.995 2.945 -2.383
39 H 4.454 4.532 0.864
40 H 3.868 3.128 1.768
41 H 0.369 3.724 1.069
42 H 1.517 2.749 1.983
43 H 0.424 3.614 -1.867
44 H 1.597 2.578 -2.678
45 H 3.489 0.972 -1.091
46 H 3.432 1.089 0.661
47 C -0.950 0.674 2.948
48 O 0.033 0.559 2.245
49 H -0.901 0.436 4.019
50 H -1.675 -1.785 2.352
51 H -1.895 1.085 2.562